1.
Molecular formula: H3N3O3S2
Method: DFT, ωB97M-V with the def2-TZVPD basis set

```
11
Properties=species:S:1:pos:R:3:nbo_charge:R:1
N 1.25548 -0.27776 -0.69002 -0.549
N 0.31786 0.32660 0.16997 -0.710
N -2.30662 0.66082 0.22253 0.375
O -2.25007 1.77427 0.75330 -0.398
O -2.92622 0.25464 -0.71332 -0.306
O -1.00503 -1.71677 0.18104 -0.885
S 2.79708 -0.73775 0.06656 0.124
S -0.94114 -0.55066 1.01352 1.452
H 3.45770 0.20117 -0.36867 0.082
H 0.97602 -1.21836 -1.04739 0.403
H 0.62496 1.28380 0.41247 0.412
```

Values from the calculation:
M	157.176	g mol⁻¹
calculated total energy	-32325.8146	eV
lowest unoccupied orbital energy	-0.316	eV
highest occupied orbital energy	-9.3	eV

2.
Molecular formula: H3N3OS
Method: DFT, ωB97M-V with the def2-TZVPD basis set

```
8
Properties=species:S:1:pos:R:3:nbo_charge:R:1
N 0.90971 0.16182 0.31542 -0.338
N 0.53476 -0.94949 0.17442 -0.103
N -1.51662 0.67320 -0.71262 -0.973
O 1.97151 -2.21159 1.24079 -0.210
S -0.21528 1.52798 -0.22022 0.469
H 1.78239 0.48564 0.74968 0.365
H -1.41723 0.11598 -1.55295 0.395
H -2.04924 0.19646 0.00547 0.394
```

Values from the calculation:
M	93.111	g mol⁻¹
calculated total energy	-17394.7582	eV
multiplicity	3
<S²>	2.0114
lowest unoccupied orbital energy (alpha / beta)	0.407 / -0.591	eV
highest occupied orbital energy (alpha / beta)	-8.5 / -8.9	eV

3.
Molecular formula: H3N3OS3
Method: DFT, ωB97M-V with the def2-TZVPD basis set

```
10
Properties=species:S:1:pos:R:3:nbo_charge:R:1
N 0.89075 -1.53456 -0.21044 -0.950
N -1.01424 0.00127 1.08441 -0.941
N 1.06838 1.59069 1.25664 -1.144
O -0.62767 0.17862 -1.90381 -0.918
S -0.29429 -1.70618 1.04768 0.536
S -0.08003 1.24683 0.37792 1.164
S 0.81845 -0.27723 -1.19671 0.967
H -1.78091 -0.14083 0.46071 0.381
H 1.93326 1.09012 1.62286 0.419
H -0.91370 -0.44873 -2.53926 0.487
```

Values from the calculation:
M	157.245	g mol⁻¹
calculated total energy	-39068.1232	eV
SMILES	[H]/N=S1#S(O)=NSN/1
lowest unoccupied orbital energy	-0.399	eV
highest occupied orbital energy	-8.4	eV

4.
Molecular formula: H3N3OS3
Method: DFT, ωB97M-V with the def2-TZVPD basis set

```
10
Properties=species:S:1:pos:R:3:nbo_charge:R:1
N 0.06493 0.66403 0.52483 -1.021
N -0.74026 1.89691 -1.82558 -0.995
N 0.26332 -0.67291 -1.71084 -0.976
O 1.00139 -2.33576 2.62744 -0.933
S -0.64897 1.99877 -0.05615 0.769
S -0.61187 0.40515 -2.64020 0.747
S 0.71856 -0.63865 -0.15992 1.058
H -1.36969 2.44082 -2.38808 0.416
H 0.30529 -2.33828 3.31276 0.472
H 1.01731 -1.42008 2.31574 0.462
```

Values from the calculation:
M	157.245	g mol⁻¹
calculated total energy	-39068.5345	eV
lowest unoccupied orbital energy	-0.603	eV
highest occupied orbital energy	-7.9	eV

5.
Molecular formula: H3N7
Method: DFT, ωB97M-V with the def2-TZVPD basis set

```
10
Properties=species:S:1:pos:R:3:nbo_charge:R:1
N -1.80630 0.12133 -0.03599 -0.039
N -1.38387 1.33691 -0.05763 -0.081
N -1.12453 -0.88226 0.13263 0.127
N -0.09887 1.50500 -0.07455 -0.109
N -1.15552 -2.10064 0.07748 -0.366
N 0.65333 0.48997 -0.17859 -0.029
N 1.88240 0.56258 0.31896 -0.577
H -1.71637 -2.52093 -0.67212 0.316
H 2.18333 1.46276 0.68356 0.372
H 2.56639 0.02529 -0.19375 0.386
```

Values from the calculation:
M	101.073	g mol⁻¹
calculated total energy	-10472.6419	eV
SMILES	[H]\N=N/N=N\N=N\N
lowest unoccupied orbital energy (alpha / beta)	-0.559 / -0.560	eV
highest occupied orbital energy (alpha / beta)	-8.6 / -8.6	eV

6.
Molecular formula: H3NO2S2
Method: DFT, ωB97M-V with the def2-TZVPD basis set

```
8
Properties=species:S:1:pos:R:3:nbo_charge:R:1
N 0.86988 0.71652 -0.34431 -1.065
O -0.66360 -1.35179 0.22211 -0.928
O 1.54421 -1.35295 -1.31939 -0.895
S -1.56333 -1.50358 1.63882 0.302
S 1.06083 -0.90368 -0.03525 1.674
H 0.88891 0.95001 -1.32530 0.409
H 0.33786 1.33811 0.23740 0.402
H -1.86775 -2.80030 1.50205 0.100
```

Values from the calculation:
M	113.163	g mol⁻¹
calculated total energy	-27302.2105	eV
lowest unoccupied orbital energy	0.279	eV
highest occupied orbital energy	-9.0	eV

7.
Molecular formula: H3NO3P3
Method: DFT, ωB97M-V with the def2-TZVPD basis set

```
10
Properties=species:S:1:pos:R:3:nbo_charge:R:1
N 0.30467 0.90277 -0.23366 -1.109
O 1.36235 -1.68962 -0.27381 -1.139
O 1.32146 -0.27198 -2.44230 -1.121
O -1.19537 1.52747 1.77207 -1.136
P -1.60633 -0.92349 -1.13470 0.066
P -0.09177 0.61252 1.37998 1.621
P 0.79067 -0.57420 -1.07937 2.101
H -1.75027 0.14822 -1.91229 -0.069
H 1.04754 1.04704 2.19289 -0.131
H -0.18295 -0.77873 1.73120 -0.081
```

Values from the calculation:
M	157.950	g mol⁻¹
total charge	-1
calculated total energy	-35549.1225	eV
lowest unoccupied orbital energy (alpha / beta)	1.692 / 1.329	eV
highest occupied orbital energy (alpha / beta)	-5.1 / -5.4	eV

8.
Molecular formula: H3NO3PS
Method: DFT, ωB97M-V with the def2-TZVPD basis set

```
9
Properties=species:S:1:pos:R:3:nbo_charge:R:1
N 0.83296 -0.98338 0.44091 -1.174
O 0.66456 1.56686 0.16831 -1.017
O -1.08928 0.89425 1.75053 -1.022
O -1.70573 1.83418 -0.42913 -0.996
P -0.70670 -1.04470 -0.10799 0.508
S -0.72314 1.10773 0.34467 2.132
H 1.44367 -1.78343 0.45308 0.382
H 1.23977 -0.03520 0.43067 0.438
H 0.04389 -1.55632 -3.05104 -0.252
```

Values from the calculation:
M	128.069	g mol⁻¹
total charge	-1
calculated total energy	-27803.7318	eV
lowest unoccupied orbital energy (alpha / beta)	2.715 / 3.686	eV
highest occupied orbital energy (alpha / beta)	-3.1 / -5.3	eV

9.
Molecular formula: H3NOP
Method: DFT, ωB97M-V with the def2-TZVPD basis set

```
6
Properties=species:S:1:pos:R:3:nbo_charge:R:1
N -2.28584 0.72453 0.19673 -0.322
O -1.17988 0.48724 -0.37296 -0.447
P 1.36542 0.73243 0.00019 -0.266
H -2.59097 -0.13361 0.65059 0.205
H 1.40419 0.39884 1.34076 -0.079
H 2.05853 2.06629 0.35027 -0.091
```

Values from the calculation:
M	64.004	g mol⁻¹
total charge	-1
calculated total energy	-12871.1791	eV
lowest unoccupied orbital energy (alpha / beta)	4.155 / 5.260	eV
highest occupied orbital energy (alpha / beta)	-1.5 / -2.4	eV

10.
Molecular formula: H3NOP2
Method: DFT, ωB97M-V with the def2-TZVPD basis set

```
7
Properties=species:S:1:pos:R:3:nbo_charge:R:1
N -1.04683 0.35063 1.17916 -0.246
O -1.90155 0.29983 2.05266 -0.262
P 0.79951 0.33247 -1.33737 0.009
P 0.18434 -0.45803 0.60057 0.537
H -0.30486 -0.44446 -1.72702 0.007
H 0.14540 1.62870 -1.54629 0.026
H 2.12399 -1.70913 0.77828 -0.072
```

Values from the calculation:
M	94.978	g mol⁻¹
calculated total energy	-22157.3864	eV
lowest unoccupied orbital energy (alpha / beta)	-1.053 / -0.914	eV
highest occupied orbital energy (alpha / beta)	-9.1 / -9.2	eV

11.
Molecular formula: H3NOS
Method: DFT, ωB97M-V with the def2-TZVPD basis set

```
6
Properties=species:S:1:pos:R:3:nbo_charge:R:1
N 1.13215 0.39056 0.63517 -1.013
O -1.18126 -0.76076 0.23606 -0.821
S 0.24212 -1.10856 0.30906 1.074
H 1.63216 0.77150 -0.16888 0.375
H 0.38239 1.09020 0.58603 0.378
H -2.20756 -0.38294 -1.59744 0.006
```

Values from the calculation:
M	65.097	g mol⁻¹
calculated total energy	-14417.2422	eV
lowest unoccupied orbital energy (alpha / beta)	0.219 / -0.951	eV
highest occupied orbital energy (alpha / beta)	-8.8 / -9.9	eV

12.
Molecular formula: H3NOSSi
Method: DFT, ωB97M-V with the def2-TZVPD basis set

```
7
Properties=species:S:1:pos:R:3:nbo_charge:R:1
N -0.92245 -2.98430 -1.85372 -0.622
O -1.42394 -0.60207 -1.02253 -1.023
Si -0.15210 -0.23532 0.07314 1.215
S -1.83939 -1.92157 -1.94877 1.006
H 0.64287 0.74098 -0.52411 -0.206
H 0.51149 -1.43196 0.39210 -0.193
H -0.71071 0.53311 1.34394 -0.176
```

Values from the calculation:
M	93.183	g mol⁻¹
calculated total energy	-22294.7457	eV
multiplicity	3
<S²>	2.0127
lowest unoccupied orbital energy (alpha / beta)	0.704 / -2.913	eV
highest occupied orbital energy (alpha / beta)	-7.5 / -11.3	eV

13.
Molecular formula: H3NOSi
Method: DFT, ωB97M-V with the def2-TZVPD basis set

```
6
Properties=species:S:1:pos:R:3:nbo_charge:R:1
N 2.33423 0.31850 -0.25318 -0.053
O 2.77920 0.49644 -1.35936 -0.271
Si 0.23390 0.02039 -0.01722 0.812
H -0.75522 -0.10997 -0.97735 -0.179
H 0.36603 -0.92138 1.03108 -0.158
H 0.21831 1.56914 0.15179 -0.151
```

Values from the calculation:
M	61.116	g mol⁻¹
calculated total energy	-11459.6223	eV
SMILES	O=N[SiH3]
lowest unoccupied orbital energy (alpha / beta)	-0.070 / 0.039	eV
highest occupied orbital energy (alpha / beta)	-8.1 / -8.1	eV

14.
Molecular formula: H3NS2
Method: DFT, ωB97M-V with the def2-TZVPD basis set

```
6
Properties=species:S:1:pos:R:3:nbo_charge:R:1
N -0.88204 0.60458 -0.20757 -0.897
S 1.58123 -0.84782 0.49414 -0.095
S -1.48907 1.41812 1.03476 0.150
H -1.09199 0.69137 -1.14895 0.374
H -0.00515 0.21193 -0.12943 0.352
H 1.88702 -2.07818 -0.04296 0.117
```

Values from the calculation:
M	81.165	g mol⁻¹
calculated total energy	-23206.2840	eV
lowest unoccupied orbital energy (alpha / beta)	-0.572 / -2.980	eV
highest occupied orbital energy (alpha / beta)	-8.7 / -8.3	eV

15.
Molecular formula: H3NS2
Method: DFT, ωB97M-V with the def2-TZVPD basis set

```
6
Properties=species:S:1:pos:R:3:nbo_charge:R:1
N 0.64094 -0.86221 -0.84845 -0.731
S -0.83605 -0.24934 -0.55729 0.164
S 1.77595 -1.10723 0.24339 0.199
H 0.65226 -1.27705 -1.72540 0.402
H -0.90524 1.38151 1.27933 -0.011
H -1.32785 2.11432 1.60841 -0.023
```

Values from the calculation:
M	81.165	g mol⁻¹
calculated total energy	-23205.8769	eV
lowest unoccupied orbital energy (alpha / beta)	-2.083 / -2.083	eV
highest occupied orbital energy (alpha / beta)	-9.2 / -9.2	eV

16.
Molecular formula: H3NS2
Method: DFT, ωB97M-V with the def2-TZVPD basis set

```
6
Properties=species:S:1:pos:R:3:nbo_charge:R:1
N 0.78532 -0.97225 -0.16317 -0.924
S -2.38104 0.53800 -0.15461 -0.255
S -0.84146 -1.40260 0.10935 0.323
H 1.14085 -0.33929 0.49859 0.369
H 0.91714 -0.48971 -1.06264 0.375
H -1.77577 1.24194 -1.06848 0.112
```

Values from the calculation:
M	81.165	g mol⁻¹
calculated total energy	-23208.0137	eV
SMILES	NSS
lowest unoccupied orbital energy	-0.899	eV
highest occupied orbital energy	-9.0	eV

17.
Molecular formula: H3O2SSi
Method: DFT, ωB97M-V with the def2-TZVPD basis set

```
7
Properties=species:S:1:pos:R:3:nbo_charge:R:1
O 0.20826 2.01959 1.43836 -1.262
O -2.88030 -0.71129 -0.15127 -1.039
Si 0.23013 0.96766 0.36331 1.441
S -1.38437 -0.95275 -0.46150 0.456
H -0.80599 -1.79820 0.43546 0.004
H 0.22356 1.28050 -1.03872 -0.294
H 1.25041 -0.04472 0.54880 -0.307
```

Values from the calculation:
M	95.175	g mol⁻¹
total charge	-1
calculated total energy	-22856.9528	eV
lowest unoccupied orbital energy	3.806	eV
highest occupied orbital energy	-3.6	eV

18.
Molecular formula: H3O4PSi
Method: DFT, ωB97M-V with the def2-TZVPD basis set

```
9
Properties=species:S:1:pos:R:3:nbo_charge:R:1
O -0.06941 0.68683 1.94145 -1.053
O 2.20568 0.02884 1.23884 -1.240
O 0.53081 -1.80461 1.53804 -1.228
O -1.22962 1.57438 -1.57253 -1.356
Si -0.44413 0.30971 -1.55160 1.147
P 0.81553 -0.44061 1.00934 1.911
H -0.98670 0.63176 1.63641 0.458
H 0.37356 0.09652 -2.82299 -0.319
H -1.19572 -1.08282 -1.41695 -0.321
```

Values from the calculation:
M	126.080	g mol⁻¹
total charge	-2
calculated total energy	-25406.0965	eV
lowest unoccupied orbital energy	7.026	eV
highest occupied orbital energy	1.0	eV

19.
Molecular formula: H3O6
Method: DFT, ωB97M-V with the def2-TZVPD basis set

```
9
Properties=species:S:1:pos:R:3:nbo_charge:R:1
O 0.08384 -1.56121 -0.37541 -0.385
O -1.01674 1.39939 -0.50917 -0.156
O 0.91755 0.90282 0.64890 -0.275
O 1.35590 -0.96731 -0.39668 0.055
O -0.56116 0.72009 -1.48896 0.038
O 1.40386 0.38508 -0.47416 0.176
H 0.15844 -2.31067 -0.97088 0.509
H -1.83786 0.81802 -0.15995 0.524
H 1.52775 1.58046 0.82861 0.512
```

Values from the calculation:
M	99.018	g mol⁻¹
total charge	+1
calculated total energy	-12311.1240	eV
lowest unoccupied orbital energy (alpha / beta)	-9.258 / -7.549	eV
highest occupied orbital energy (alpha / beta)	-16.3 / -16.8	eV

20.
Molecular formula: H3OPS
Method: DFT, ωB97M-V with the def2-TZVPD basis set

```
6
Properties=species:S:1:pos:R:3:nbo_charge:R:1
O -0.04880 -0.83580 -0.33667 -0.976
P 0.94876 0.11681 0.52921 0.982
S 1.00703 1.76516 -0.68867 -0.223
H -0.29091 -1.73955 0.07629 0.545
H -1.93280 -0.72511 2.07966 -0.475
H 0.31672 1.41850 -1.65982 0.147
```

Values from the calculation:
M	82.064	g mol⁻¹
calculated total energy	-22215.0048	eV
lowest unoccupied orbital energy (alpha / beta)	-2.140 / -2.646	eV
highest occupied orbital energy (alpha / beta)	-6.9 / -6.2	eV